1.
ORCA calculation (wB97M-V/def2-TZVPD) on a cluster of 8 separate species, C27H54O18 in total.

Geometry as XYZ:
```
99
C27H54O18 (wB97M-V/def2-TZVPD)
C 1.313 -1.100 4.666
C 1.773 -2.429 5.231
C 2.860 -2.860 4.213
O 2.630 -2.133 3.021
C 1.436 -1.375 3.169
H 1.934 -0.250 4.951
H 0.266 -0.893 4.894
H 0.908 -3.103 5.203
H 2.079 -2.485 6.275
H 2.872 -3.942 4.069
H 3.827 -2.554 4.626
H 0.618 -2.021 2.817
H 1.333 -0.450 2.604
C 0.650 -0.929 -3.236
C 0.073 -0.983 -4.666
C 0.538 0.328 -5.300
O 1.759 0.638 -4.651
C 1.634 0.253 -3.294
H 1.164 -1.828 -2.899
H -0.123 -0.696 -2.506
H -1.014 -1.016 -4.554
H 0.396 -1.854 -5.231
H -0.217 1.122 -5.230
H 0.775 0.229 -6.360
H 1.232 1.069 -2.682
H 2.626 0.015 -2.913
C 3.913 -3.613 -0.098
C 2.384 -3.461 -0.288
C 2.114 -4.395 -1.457
O 2.985 -5.492 -1.244
C 4.222 -4.966 -0.774
H 4.095 -3.572 0.974
H 4.398 -2.783 -0.607
H 2.144 -2.430 -0.559
H 1.827 -3.753 0.598
H 2.197 -3.964 -2.465
H 1.084 -4.769 -1.447
H 4.862 -4.735 -1.633
H 4.700 -5.690 -0.121
C -0.072 9.951 1.101
O -0.415 8.570 1.258
C 0.144 7.733 0.391
O 0.904 8.004 -0.494
O -0.265 6.497 0.715
C 0.019 5.503 -0.269
H -0.889 10.513 1.542
H 0.027 10.226 0.052
H 0.880 10.134 1.599
H -0.485 4.599 0.064
H 1.077 5.286 -0.378
H -0.504 5.765 -1.188
C -4.486 3.215 4.767
O -3.295 2.500 4.488
C -2.178 2.927 5.059
O -2.081 3.901 5.758
O -1.197 2.100 4.699
C 0.083 2.406 5.279
H -5.260 2.881 4.082
H -4.310 4.275 4.577
H -4.839 3.068 5.786
H 0.792 1.701 4.858
H 0.010 2.220 6.351
H 0.347 3.433 5.044
C -0.815 -8.534 -0.663
O -2.074 -7.977 -1.009
C -2.119 -6.671 -1.207
O -1.292 -5.867 -0.856
O -3.242 -6.376 -1.849
C -3.562 -5.016 -2.027
H -0.190 -8.563 -1.555
H -0.962 -9.510 -0.214
H -0.286 -7.938 0.085
H -4.443 -4.971 -2.671
H -2.789 -4.526 -2.626
H -3.799 -4.475 -1.114
C 0.254 4.736 -5.174
O -0.962 4.011 -4.921
C -0.982 3.272 -3.817
O -0.082 3.232 -3.014
O -2.167 2.675 -3.760
C -2.371 1.593 -2.840
H 0.193 4.984 -6.231
H 1.109 4.106 -4.951
H 0.248 5.665 -4.607
H -2.659 1.942 -1.850
H -1.493 0.955 -2.775
H -3.204 1.059 -3.291
C -0.983 -2.484 -0.177
O -1.588 -1.207 0.005
C -0.775 -0.187 0.323
O 0.425 -0.255 0.336
O -1.552 0.833 0.630
C -0.996 2.095 0.997
H -0.156 -2.599 0.526
H -0.485 -2.637 -1.138
H -1.811 -3.172 -0.047
H 0.087 2.158 0.904
H -1.340 2.269 2.015
H -1.411 2.843 0.325
```

Summary:
ΔE to the lowest compared entry with this formula, charge and spin, eV: 0.000
SMILES: COC(=O)OC.COC(=O)OC.COC(=O)OC.COC(=O)OC.COC(=O)OC.C1CCOC1.C1CCOC1.C1CCOC1
Lowest unoccupied orbital energy, eV: 0.49
Max |F|, eV/Å: 1.4

2.
ORCA calculation (wB97M-V/def2-TZVPD) on a cluster of 4 separate species, C27H55BrFIO13P in total.

Geometry as XYZ:
```
99
C27H55BrFIO13P (wB97M-V/def2-TZVPD)
C -2.917 -1.430 1.623
C -1.723 -1.814 0.678
C -0.663 -0.682 0.496
P 0.119 -0.302 -1.222
C 0.840 -0.022 -3.018
C 0.704 1.346 -3.701
C 1.079 1.263 -5.227
C 0.319 1.559 -0.726
O -0.496 2.598 -1.325
C 0.074 3.833 -1.128
O -0.968 4.793 -1.166
C -0.478 6.022 -0.665
C -0.993 7.200 -1.487
O -0.607 8.436 -0.881
C -1.647 -0.088 -2.013
C -2.589 1.079 -1.768
O -2.898 1.812 -2.639
Br -3.535 1.489 -0.075
C 1.976 -0.408 -0.590
C 2.407 -0.021 0.828
C 2.941 -1.227 1.647
F 3.510 0.897 0.807
C 0.336 -2.221 -1.677
I -1.136 -3.253 -2.928
C 0.656 -3.242 -0.540
C 1.797 -4.207 -1.013
H -3.791 -1.312 0.978
H -2.702 -0.541 2.215
H -3.166 -2.289 2.259
H -1.250 -2.634 1.238
H -2.110 -2.317 -0.211
H 0.052 -0.887 1.302
H -1.195 0.217 0.827
H 1.904 -0.303 -3.102
H 0.406 -0.734 -3.739
H 1.279 2.159 -3.251
H -0.342 1.672 -3.687
H 0.362 1.855 -5.803
H 2.057 1.739 -5.356
H 1.099 0.223 -5.554
H 0.224 1.724 0.364
H 1.349 1.914 -0.908
H 0.875 4.041 -1.865
H 0.537 3.876 -0.120
H -0.702 6.157 0.403
H 0.621 6.036 -0.773
H -0.537 7.170 -2.484
H -2.081 7.192 -1.551
H 0.282 8.348 -0.519
H -2.350 -0.905 -1.774
H -1.596 -0.140 -3.100
H 2.644 0.227 -1.189
H 2.464 -1.374 -0.796
H 1.677 0.461 1.479
H 3.727 -0.927 2.341
H 2.087 -1.585 2.240
H 3.247 -2.056 1.005
H 1.199 -2.297 -2.338
H 1.006 -2.791 0.390
H -0.206 -3.889 -0.379
H 1.766 -5.151 -0.464
H 2.756 -3.716 -0.795
H 1.759 -4.333 -2.097
C -6.813 1.443 1.607
O -7.823 0.541 2.078
C -8.422 -0.164 1.121
O -8.196 -0.101 -0.058
O -9.329 -0.962 1.700
C -10.050 -1.781 0.782
H -6.412 1.952 2.480
H -6.007 0.905 1.112
H -7.242 2.183 0.933
H -9.374 -2.449 0.249
H -10.610 -1.169 0.076
H -10.747 -2.376 1.367
C 1.960 1.337 6.337
O 0.942 0.424 6.747
C 0.423 -0.293 5.745
O 0.742 -0.223 4.590
O -0.511 -1.103 6.248
C -1.130 -1.934 5.262
H 2.299 1.856 7.230
H 2.800 0.804 5.895
H 1.562 2.066 5.632
H -0.397 -2.588 4.793
H -1.633 -1.328 4.510
H -1.869 -2.547 5.772
C 7.676 -0.526 -1.095
O 8.114 -1.749 -1.695
C 7.209 -2.729 -1.642
O 6.117 -2.651 -1.150
O 7.728 -3.811 -2.232
C 6.851 -4.938 -2.245
H 8.490 0.186 -1.200
H 6.797 -0.140 -1.607
H 7.464 -0.671 -0.037
H 5.941 -4.712 -2.799
H 6.608 -5.249 -1.230
H 7.380 -5.745 -2.746
```

Summary:
Charge: -1
Lowest unoccupied orbital energy, eV: 2.31
Max |F|, eV/Å: 2.2

3.
ORCA calculation (wB97M-V/def2-TZVPD) on a structure of composition C27H55Cl2N10Pm.

Geometry as XYZ:
```
95
C27H55Cl2N10Pm (wB97M-V/def2-TZVPD)
Pm 0.373 -0.641 -0.348
C -0.271 4.024 1.774
N 0.197 2.963 2.655
C 0.585 3.400 3.990
C 0.433 1.711 2.193
N -0.330 1.125 1.308
C -1.703 1.611 1.138
C -2.582 0.616 0.402
N -2.048 0.223 -0.918
C -2.070 1.363 -1.859
C -0.859 1.324 -2.767
N 0.363 1.440 -1.969
C 1.123 2.494 -2.173
N 0.767 3.569 -2.954
C 1.713 4.193 -3.866
C -0.432 4.343 -2.692
N 2.380 2.551 -1.652
C 2.946 1.369 -1.072
C 2.973 3.803 -1.209
C -2.834 -0.915 -1.459
C -2.157 -2.263 -1.256
N -1.481 -2.307 0.034
C -1.671 -3.355 0.809
N -1.491 -3.257 2.147
C -1.684 -1.991 2.827
C -0.986 -4.365 2.947
N -2.056 -4.570 0.322
C -1.515 -5.092 -0.924
C -2.915 -5.478 1.064
N 1.579 1.035 2.620
C 2.803 1.801 2.803
C 1.419 -0.021 3.613
H 0.332 4.913 1.967
H -1.321 4.277 1.934
H -0.116 3.735 0.735
H -0.226 4.001 4.402
H 1.488 4.011 3.974
H 0.729 2.546 4.644
H -1.713 2.560 0.599
H -2.173 1.810 2.108
H -3.573 1.080 0.289
H -2.702 -0.293 0.988
H -2.065 2.283 -1.281
H -2.999 1.359 -2.438
H -0.939 2.097 -3.532
H -0.859 0.366 -3.295
H 2.571 3.543 -4.015
H 2.061 5.163 -3.502
H 1.228 4.352 -4.829
H -1.030 3.872 -1.921
H -1.042 4.452 -3.592
H -0.162 5.344 -2.343
H 2.738 0.509 -1.706
H 2.568 1.187 -0.051
H 4.028 1.472 -0.987
H 2.351 4.642 -1.497
H 3.968 3.934 -1.635
H 3.064 3.805 -0.120
H -2.982 -0.771 -2.531
H -3.825 -0.918 -0.994
H -1.447 -2.441 -2.077
H -2.930 -3.034 -1.340
H -1.103 -1.178 2.384
H -1.364 -2.107 3.861
H -2.737 -1.700 2.835
H -0.713 -5.194 2.302
H -1.722 -4.713 3.674
H -0.092 -4.043 3.484
H -0.792 -4.395 -1.334
H -2.300 -5.269 -1.662
H -1.008 -6.040 -0.731
H -3.342 -4.965 1.922
H -2.374 -6.363 1.407
H -3.729 -5.806 0.417
H 2.862 2.597 2.064
H 3.652 1.134 2.647
H 2.904 2.230 3.801
H 0.454 -0.503 3.489
H 1.491 0.374 4.632
H 2.200 -0.769 3.492
C 2.627 -1.472 0.651
C 1.725 -2.358 1.282
C 1.362 -3.340 0.347
C 2.026 -3.071 -0.856
C 2.812 -1.915 -0.674
H 3.238 -0.735 1.155
H 1.468 -2.357 2.329
H 0.735 -4.191 0.548
H 1.992 -3.676 -1.748
H 3.539 -1.522 -1.370
Cl 0.961 -1.521 -3.315
C 0.172 -1.874 -4.903
Cl -1.573 -1.795 -4.854
H 0.483 -2.882 -5.153
H 0.553 -1.136 -5.601
```

Summary:
ΔE to the lowest compared entry with this formula, charge and spin, eV: 0.000
Charge: +2
Multiplicity: 5
Expectation value of S²: 6.01
Lowest unoccupied orbital energy (alpha / beta), eV: -4.60 / -4.36
Max |F|, eV/Å: 0.9

4.
ORCA calculation (wB97M-V/def2-TZVPD) on a structure of composition C27H55Cl2NO26.

Geometry as XYZ:
```
111
C27H55Cl2NO26 (wB97M-V/def2-TZVPD)
Cl 3.527 -6.457 -1.420
C 2.680 -5.015 -0.962
C 1.595 -5.192 0.086
Cl 1.002 -3.596 0.662
H 2.309 -4.593 -1.897
H 3.367 -4.285 -0.534
H 1.885 -5.887 0.874
H 0.743 -5.699 -0.366
C 1.356 1.786 -2.808
N 2.024 2.680 -3.777
O 2.932 3.439 -3.351
O 1.787 2.628 -4.949
H 0.484 1.321 -3.268
H 1.116 2.454 -1.981
H 2.168 1.127 -2.503
C 2.441 -1.696 1.928
O 2.478 -0.385 2.275
C 1.378 0.254 2.397
O 0.259 -0.131 2.169
O 1.761 1.457 2.683
C 0.810 2.549 2.671
H 3.383 -2.145 2.242
H 2.614 -1.725 0.853
H 1.574 -2.320 2.146
H -0.175 2.338 3.088
H 0.680 2.854 1.633
H 1.211 3.343 3.300
C -0.196 4.882 -4.905
O -1.065 3.787 -4.548
C -0.985 3.223 -3.329
O -0.090 3.373 -2.470
O -1.986 2.485 -3.295
C -2.286 1.668 -2.090
H -0.502 5.769 -4.351
H -0.335 4.924 -5.986
H 0.876 4.710 -4.807
H -2.140 0.603 -2.272
H -3.338 1.889 -1.906
H -1.730 1.859 -1.172
C 0.109 -3.747 2.938
O -1.114 -3.348 2.265
C -2.228 -3.598 2.898
O -2.278 -4.161 4.024
O -3.299 -3.132 2.221
C -4.615 -3.443 2.522
H 0.201 -3.425 3.975
H 0.983 -3.423 2.373
H 0.040 -4.832 3.023
H -4.864 -2.859 3.408
H -4.692 -4.522 2.661
H -5.206 -3.195 1.640
C 4.441 0.020 -3.316
O 4.741 0.059 -1.910
C 4.137 0.854 -1.085
O 3.212 1.571 -1.383
O 4.552 0.649 0.218
C 4.089 1.527 1.210
H 5.029 -0.726 -3.850
H 4.784 0.990 -3.677
H 3.385 -0.166 -3.509
H 4.353 2.560 0.986
H 4.654 1.316 2.118
H 3.014 1.552 1.392
C -6.822 -3.929 -0.859
O -5.403 -3.911 -0.674
C -4.483 -3.652 -1.665
O -4.685 -3.692 -2.888
O -3.357 -3.212 -1.125
C -3.095 -3.440 0.246
H -7.305 -4.393 0.001
H -7.044 -4.502 -1.758
H -7.090 -2.895 -1.079
H -2.019 -3.590 0.335
H -3.525 -4.373 0.609
H -3.454 -2.665 0.923
C 1.777 0.858 -0.524
O 0.856 -0.123 -0.117
C -0.314 -0.206 -0.780
O -0.602 0.502 -1.800
O -1.130 -1.195 -0.251
C -0.820 -2.027 0.876
H 2.758 0.685 -0.082
H 1.421 1.817 -0.147
H 1.893 0.965 -1.603
H -1.520 -2.813 1.158
H -0.599 -1.375 1.721
H 0.080 -2.634 0.773
C -5.480 1.894 0.830
O -4.222 2.119 0.238
C -3.139 1.736 0.845
O -3.090 1.108 1.882
O -2.072 2.044 0.126
C -0.788 1.543 0.529
H -5.465 2.006 1.914
H -5.886 0.917 0.569
H -6.200 2.629 0.470
H -0.191 2.233 1.124
H -0.351 1.586 -0.468
H -0.760 0.557 0.992
C 1.482 3.319 -0.389
O 2.331 2.876 0.693
C 3.110 3.730 1.439
O 3.269 4.932 1.181
O 3.576 3.134 2.503
C 4.274 3.907 3.523
H 1.750 3.076 -1.416
H 1.378 4.404 -0.364
H 0.531 2.856 -0.123
H 4.674 3.306 4.340
H 3.620 4.630 4.011
H 5.091 4.458 3.059
```

Summary:
Lowest unoccupied orbital energy, eV: 0.18
Max |F|, eV/Å: 13.1

| no. | molar mass (g/mol) |
| --- | --- |
| 1 | 666.7 |
| 2 | 844.5 |
| 3 | 735.7 |
| 4 | 880.6 |